DFT (wB97M-V/def2-TZVPD) results for a cluster of 3 separate species, C19H46N3O9P2 in total in a non-equilibrium geometry.

Geometry as XYZ:
```
79
Properties=species:S:1:pos:R:3
C 0.40842 2.72928 0.95799
C -0.18122 1.35061 1.28111
C 0.55119 0.21932 0.52240
C -0.16980 -0.09017 -0.79291
O 0.84716 -0.18993 -1.83219
N 0.38290 0.34370 -3.04561
C 1.35630 0.69149 -3.89268
N 1.57406 1.89198 -4.46452
C 3.06442 2.09443 -4.34688
C 3.59796 0.65243 -4.00318
N 2.36470 -0.10617 -4.28102
H 0.79823 2.75454 -0.06290
H 1.22133 2.94146 1.64983
H -0.34943 3.50426 1.05395
H -1.23624 1.29777 1.00933
H -0.09285 1.15645 2.34778
H 1.57381 0.52343 0.29672
H 0.57180 -0.67765 1.13952
H -0.86384 0.71264 -1.04193
H -0.66198 -1.06116 -0.74929
H -0.60604 0.35557 -3.24419
H 1.01764 2.63670 -4.06558
H 3.16518 2.66785 -3.42869
H 3.54322 2.61324 -5.16705
H 4.39304 0.28184 -4.63899
H 3.88268 0.70458 -2.95615
H 2.31864 -1.07218 -3.97787
O 3.39141 -5.94411 -0.06100
P 4.34555 -4.83126 -0.07498
O 4.39995 -4.16448 -1.54783
C 3.19975 -3.91644 -2.26281
C 2.56089 -2.60286 -1.84602
O 5.81920 -5.44023 -0.01622
C 6.04983 -6.83342 0.23112
C 6.24672 -7.58818 -1.06502
O 4.72455 -3.58296 0.84625
C 3.75816 -2.86791 1.64170
C 2.67988 -3.75208 2.23416
H 2.49671 -4.74355 -2.14031
H 3.47501 -3.87871 -3.31862
H 2.16471 -2.66893 -0.82984
H 1.72924 -2.34954 -2.50308
H 3.29391 -1.79264 -1.86150
H 5.23826 -7.26244 0.81714
H 6.95329 -6.89065 0.83835
H 5.40940 -7.42251 -1.74346
H 6.33841 -8.65809 -0.87712
H 7.14865 -7.24436 -1.57261
H 3.31850 -2.06660 1.03933
H 4.32288 -2.39013 2.44067
H 2.04303 -4.18229 1.45679
H 2.04345 -3.17606 2.90595
H 3.12073 -4.57846 2.79185
O -4.10020 2.70459 1.97770
P -5.44280 3.26938 1.77408
O -6.10714 3.69244 3.16755
C -5.35333 4.41232 4.14708
C -5.33919 5.90189 3.86577
O -6.42116 2.04467 1.41888
C -5.92659 0.73248 1.16820
C -6.00216 -0.12372 2.41481
O -6.15351 4.25553 0.74586
C -5.50152 5.40418 0.16483
C -4.03231 5.18628 -0.13079
H -4.33606 4.01969 4.20957
H -5.83668 4.21911 5.10366
H -4.74742 6.12456 2.97277
H -4.89705 6.44786 4.69906
H -6.35043 6.27184 3.69692
H -4.90831 0.76824 0.77809
H -6.55868 0.30825 0.38624
H -5.49268 0.35919 3.24894
H -5.54683 -1.10035 2.24274
H -7.04062 -0.27146 2.71138
H -5.64338 6.26621 0.81998
H -6.03635 5.61616 -0.75936
H -3.45702 5.05277 0.78868
H -3.62147 6.04616 -0.65925
H -3.89048 4.29430 -0.74328
```

As for the charge: +1. Its largest force on an atom is 0.0920 hartree/bohr. The total energy comes out at -61919.8028 eV.

Quick look at the Löwdin charges, all values in e: C -0.0909; C -0.2379; C -0.1722; C -0.1408; O -0.1301; N 0.0989; C -0.3206; N 0.1268; C -0.0616; C -0.0827; N 0.1368; H 0.0622; H 0.0779; H 0.0692; H 0.0984; H 0.1095; H 0.1123; H 0.1069; H 0.1196; H 0.1312; H 0.1744; H 0.1532; H 0.1199; H 0.1227; H 0.1281; H 0.1213; H 0.1282; O -0.2105; P 0.4365; O -0.1735; C -0.2693; C -0.0843; O -0.1850; C -0.2698; C -0.0703; O -0.1585; C -0.2563; C -0.0844; H 0.1174; H 0.1194; H 0.0699; H 0.0589; H 0.0824; H 0.1071; H 0.1188; H 0.0756; H 0.0803; H 0.0781; H 0.0935; H 0.1218; H 0.0660; H 0.0817; H 0.0908; O -0.2349; P 0.4298; O -0.1715; C -0.2680; C -0.0701; O -0.1861; C -0.2878; C -0.0708; O -0.1552; C -0.2487; C -0.0935; H 0.1095; H 0.1208; H 0.0604; H 0.0817; H 0.0868; H 0.0965; H 0.1168; H 0.0763; H 0.0758; H 0.0799; H 0.1084; H 0.1210; H 0.0629; H 0.0822; H 0.0809

DFT (wB97M-V/def2-TZVPD) results for a cluster of 2 separate species, C7H20O6PS2 in total in a non-equilibrium geometry.

Geometry as XYZ:
```
36
Properties=species:S:1:pos:R:3
C 6.53257 2.06725 -0.48289
S 5.10878 3.16857 -0.53906
O 5.11052 3.80712 -1.80927
O 5.16434 4.16244 0.46686
S 3.19825 2.16580 -0.44469
H 6.78320 1.84404 -1.53066
H 6.34765 1.11056 0.02125
H 7.40125 2.59203 -0.06392
H 3.20033 1.10793 0.41520
H 2.97291 1.64913 -1.69351
O -0.32312 -0.46405 -1.29580
P -1.02209 -1.13563 -0.14727
O -2.50817 -1.40655 -0.77032
C -2.65811 -2.45828 -1.73402
C -2.49271 -3.83298 -1.11334
O -1.27695 0.21642 0.76251
C -0.62058 1.43816 0.48255
C -1.46683 2.31827 -0.41673
O -1.27337 -2.08511 1.16700
C -1.96438 -1.66787 2.35785
C -3.40997 -1.27481 2.15252
H -1.94387 -2.31448 -2.54932
H -3.65985 -2.36180 -2.15066
H -1.46692 -3.98885 -0.76693
H -2.72522 -4.61188 -1.83996
H -3.14656 -3.94912 -0.24914
H 0.37101 1.25968 0.05682
H -0.46524 1.94846 1.43711
H -1.81897 1.78016 -1.29618
H -0.90306 3.19399 -0.74597
H -2.35367 2.65929 0.11798
H -1.40359 -0.88089 2.86058
H -1.93451 -2.53091 3.02534
H -3.51612 -0.38750 1.53169
H -3.87227 -1.06004 3.11703
H -3.96466 -2.07855 1.66730
```

As for the charge: +1. Its largest force on an atom is 0.1448 hartree/bohr. The total energy comes out at -50817.7770 eV.

Quick look at the Löwdin charges, all values in e: C -0.1083; S 0.4247; O -0.2788; O -0.2508; S 0.9232; H 0.0885; H 0.0800; H 0.1002; H -0.0059; H 0.0145; O -0.2423; P 0.6166; O -0.2101; C -0.2715; C -0.0785; O -0.2429; C -0.3050; C -0.0598; O -0.2249; C -0.2556; C -0.0686; H 0.1109; H 0.1220; H 0.0699; H 0.0835; H 0.0793; H 0.0549; H 0.1212; H 0.0801; H 0.0761; H 0.0841; H 0.1120; H 0.1238; H 0.0690; H 0.0881; H 0.0803

DFT (wB97M-V/def2-TZVPD) results for a structure of composition C3H9GaNO.

Geometry as XYZ:
```
15
Properties=species:S:1:pos:R:3
N 1.23755 -1.58308 -0.19359
C 1.75284 -0.26010 -0.40040
O 2.85496 -0.10743 -0.87843
C 0.86789 0.94035 -0.09205
C -0.36190 0.71464 0.79856
Ga -1.95887 -0.16216 -0.15709
H 0.35092 -1.61536 -0.70935
H 0.92806 -1.63428 0.77502
H 0.56288 1.33944 -1.07177
H 1.56666 1.68935 0.31557
H -0.69589 1.69393 1.17118
H -0.06720 0.14507 1.69431
H -2.80031 -1.04534 0.90337
H -1.36187 -1.10611 -1.34101
H -2.87573 0.99109 -0.81429
```

As for the charge: -1. Its largest force on an atom is 0.0096 hartree/bohr. The total energy comes out at -59170.4908 eV.

Quick look at the Löwdin charges, all values in e: N 0.0725; C -0.5170; O 0.0395; C -0.2529; C -0.3947; Ga 0.1920; H -0.0144; H 0.0656; H 0.1061; H 0.1000; H 0.0229; H 0.0235; H -0.1617; H -0.1236; H -0.1580

DFT (wB97M-V/def2-TZVPD) results for a structure of composition C5H15N2S in a non-equilibrium geometry.

Geometry as XYZ:
```
23
Properties=species:S:1:pos:R:3
C 0.96172 2.46276 -0.22060
C 0.54472 1.54999 -1.32597
C -0.04161 1.85309 -2.48565
N 0.73496 0.13767 -0.88873
H 1.42359 3.39345 -0.58211
H 0.05008 2.73467 0.38265
H 1.66554 1.89061 0.40131
H -0.45595 1.14093 -3.20051
H -0.10722 2.90720 -2.73957
H 0.45530 0.06222 0.33818
H 1.69667 -0.16798 -1.04796
H 0.14783 -0.51293 -1.42506
C -0.03807 -1.71891 1.54368
C -1.41754 -1.86715 0.89621
S -1.66310 -3.50389 0.15347
N 0.30060 -0.24253 1.64503
H 0.06194 -2.23669 2.53843
H 0.77549 -2.15099 0.89583
H -2.12750 -1.73596 1.68031
H -1.54118 -1.12838 0.13845
H -2.02740 -3.07388 -1.03212
H -0.52021 0.22578 2.04971
H 1.12135 -0.01907 2.28503
```

As for the charge: +1. Its largest force on an atom is 0.0358 hartree/bohr. The total energy comes out at -19236.5699 eV.

Quick look at the Löwdin charges, all values in e: C -0.0486; C -0.3759; C 0.0929; N 0.1021; H 0.0994; H 0.1115; H 0.0740; H 0.0792; H 0.0835; H 0.0720; H 0.1531; H 0.1360; C -0.2764; C -0.5685; S 0.7657; N 0.0057; H 0.1366; H 0.1145; H 0.0645; H 0.0503; H -0.1587; H 0.1266; H 0.1606

DFT (wB97M-V/def2-TZVPD) results for the molecule C4H8O2.

Geometry as XYZ:
```
14
Properties=species:S:1:pos:R:3
O -1.17360 0.50866 -1.40938
C 0.23457 0.58711 -1.32308
C 0.82758 -0.29772 -0.22023
C -0.14972 -1.31270 0.33282
C 0.21337 -0.07575 1.11444
O -0.58021 1.09005 1.20431
H -1.51265 0.80106 -0.54938
H 0.61423 0.27096 -2.29831
H 0.53849 1.63049 -1.15693
H 1.89865 -0.48974 -0.29994
H -1.05499 -1.39405 -0.26398
H 0.22639 -2.24150 0.75061
H 0.80159 -0.28087 2.00598
H -0.88368 1.20401 2.11309
```

As for the charge: 0. Its largest force on an atom is 0.0086 hartree/bohr. Its structure (SMILES) is OC[C@@H]1C[C@@H]1O. The total energy comes out at -8371.2118 eV.

Quick look at the Löwdin charges, all values in e: O -0.0810; C -0.2256; C -0.2097; C -0.0493; C -0.3163; O -0.0259; H 0.0728; H 0.1203; H 0.1198; H 0.1374; H 0.1075; H 0.1011; H 0.1432; H 0.1057

DFT (wB97M-V/def2-TZVPD) results for the molecule C6H5NO4S in a non-equilibrium geometry.

Geometry as XYZ:
```
17
Properties=species:S:1:pos:R:3
C 1.10883 1.58116 -0.12024
C -2.42997 -0.38594 0.65207
C 1.85631 -0.83863 0.02197
C 2.31673 0.57463 1.82342
C -1.81088 -0.71269 -0.63046
C 1.84336 0.50889 0.45675
N 0.01120 1.20066 -0.91882
O 1.29950 2.83421 -0.13199
O -3.13641 -1.13675 1.29825
O 2.46790 -1.72398 0.54337
O 2.09606 1.54472 2.53845
S -0.61590 -0.18029 -1.62021
H -2.08806 0.60690 1.02415
H 1.25418 -0.97531 -0.94018
H 2.82348 -0.28559 2.04767
H -2.12221 -1.69998 -0.98917
H -0.31664 2.04120 -1.35498
```

As for the charge: 0. Its largest force on an atom is 0.0881 hartree/bohr. The total energy comes out at -26812.9525 eV.

Quick look at the Löwdin charges, all values in e: C -0.4015; C -0.3480; C -0.2609; C -0.1572; C -0.3884; C -0.0306; N -0.2425; O 0.0807; O 0.0350; O 0.1133; O 0.1211; S 1.0198; H 0.1159; H 0.0665; H 0.1002; H 0.0765; H 0.1002